{"formula": "C30H36FIIrNO3SSi", "method": "ωB97M-V with the def2-TZVPD basis set", "multiplicity": 2, "e_lumo_ev": [-6.2, -6.1], "total_charge": 1, "de_lowest_kcal_mol": 22.92, "elements": ["Ir", "I", "S", "Si", "F", "O", "O", "O", "N", "C", "C", "C", "C", "C", "C", "C", "C", "C", "C", "C", "C", "C", "C", "C", "C", "C", "C", "C", "C", "C", "C", "C", "C", "C", "C", "C", "C", "C", "C", "H", "H", "H", "H", "H", "H", "H", "H", "H", "H", "H", "H", "H", "H", "H", "H", "H", "H", "H", "H", "H", "H", "H", "H", "H", "H", "H", "H", "H", "H", "H", "H", "H", "H", "H", "H"], "positions_angstrom": [[-0.831, 0.022, 0.760], [3.192, 5.287, -4.435], [0.392, -1.888, -0.931], [-1.393, -2.910, 2.118], [-2.780, 1.231, 1.991], [0.159, -2.377, 2.041], [-1.778, 3.645, 0.244], [-1.386, 1.614, -0.634], [-2.182, -1.384, 1.758], [0.982, 0.809, 1.168], [1.695, 3.137, -2.896], [4.361, 4.508, -0.791], [0.729, 2.626, -2.053], [-3.437, -1.038, 2.028], [-4.489, -1.964, 2.245], [-0.268, 3.450, -1.553], [1.656, 4.482, -3.227], [-1.853, -3.618, 3.817], [0.653, 5.311, -2.749], [-0.310, 4.792, -1.900], [-5.751, -1.537, 2.576], [-1.943, -0.564, -2.762], [2.183, -1.721, -0.586], [1.857, 1.621, 0.876], [1.143, -2.285, 3.050], [-0.915, -1.513, -3.356], [2.758, 2.582, 0.398], [3.174, 4.884, -0.171], [0.444, -1.378, -2.695], [-5.036, 0.764, 2.515], [-3.783, 0.336, 2.160], [4.763, 3.178, -0.786], [-6.034, -0.180, 2.722], [2.370, 3.931, 0.415], [2.939, -3.023, -0.821], [3.979, 2.216, -0.186], [-1.254, 2.877, -0.535], [2.694, -4.045, 0.284], [-1.657, -4.101, 0.653], [3.226, -3.762, 1.190], [-2.910, -0.699, -3.238], [-1.257, -2.546, -3.263], [-6.539, -2.259, 2.724], [2.660, -3.446, -1.788], [0.629, 6.354, -3.031], [-1.637, 0.470, -2.899], [2.255, -1.412, 0.453], [-2.722, -4.264, 3.763], [0.796, -2.710, 3.990], [4.003, -2.783, -0.863], [0.757, 1.593, -1.740], [4.970, 5.253, -1.277], [-5.226, 1.818, 2.627], [-0.799, -1.292, -4.420], [1.164, -2.042, -3.174], [-0.718, -4.559, 0.363], [1.442, 4.204, 0.893], [-2.063, -0.744, -1.691], [2.035, -2.821, 2.722], [2.550, -0.920, -1.225], [2.878, 5.921, -0.152], [0.808, -0.352, -2.742], [-2.051, -3.583, -0.216], [1.387, -1.233, 3.204], [-1.037, -4.219, 4.207], [-2.067, -2.833, 4.537], [1.632, -4.119, 0.505], [-1.088, 5.424, -1.498], [2.480, 2.501, -3.274], [3.054, -5.025, -0.013], [-2.347, -4.902, 0.899], [4.287, 1.181, -0.180], [5.691, 2.897, -1.260], [-4.265, -3.012, 2.123], [-7.026, 0.144, 2.994]], "atomic_forces_ev_per_a": [[0.06, -0.46, -0.49], [-0.36, -0.18, 0.24], [-0.28, 1.09, 0.65], [-0.33, -1.00, -0.29], [0.42, 0.13, -0.24], [0.37, -0.02, -0.31], [-0.25, -0.72, 0.11], [0.24, -4.73, 1.27], [3.99, 1.15, -2.22], [-2.52, -0.43, -0.42], [0.19, 0.02, -0.10], [-0.16, -0.01, 0.11], [-0.18, 0.16, -0.15], [-2.73, 1.97, 0.89], [1.06, 0.38, -0.33], [-0.36, -0.47, 0.33], [0.37, 0.15, -0.31], [0.16, 0.46, -0.77], [0.04, 0.11, -0.05], [0.01, -0.10, 0.01], [-0.42, 0.44, 0.15], [0.01, -0.12, -0.15], [-0.15, 0.01, 0.09], [-0.36, -0.45, 0.12], [0.21, 0.12, 0.14], [-0.16, 0.07, 0.16], [0.37, 0.26, 0.06], [0.07, 0.07, -0.07], [-0.34, 0.12, 0.20], [0.00, -0.05, -0.02], [-0.23, -1.35, 0.26], [0.15, -0.04, -0.06], [0.21, -0.23, -0.10], [0.08, -0.07, 0.23], [-0.20, -0.13, 0.11], [-0.17, 0.00, -0.09], [1.14, 3.57, 0.04], [0.10, 0.04, -0.21], [-0.02, 0.43, 0.78], [-0.02, 0.03, 0.08], [-0.11, -0.01, 0.01], [0.02, -0.04, -0.12], [-0.03, -0.10, 0.02], [0.07, 0.02, -0.09], [0.00, 0.02, 0.01], [0.00, 0.10, 0.09], [0.05, 0.09, 0.07], [-0.19, -0.09, -0.10], [-0.01, -0.02, 0.08], [0.01, 0.03, -0.12], [0.01, -0.09, -0.06], [0.09, 0.07, -0.03], [0.00, 0.18, 0.00], [0.07, -0.12, 0.01], [0.16, -0.04, 0.18], [0.23, -0.12, -0.02], [-0.13, 0.04, 0.00], [-0.15, 0.04, -0.02], [-0.05, 0.06, 0.12], [-0.04, 0.13, 0.06], [-0.04, 0.08, -0.04], [0.07, 0.02, 0.00], [-0.07, 0.14, -0.08], [0.08, -0.01, 0.08], [0.20, -0.11, 0.02], [0.00, 0.15, 0.09], [-0.10, -0.08, 0.09], [-0.05, 0.02, 0.05], [0.12, -0.02, -0.05], [0.01, -0.10, 0.00], [-0.16, -0.14, 0.10], [0.01, -0.11, 0.00], [0.08, -0.02, -0.02], [-0.07, -0.23, 0.00], [-0.09, 0.02, 0.00]]}